21
Properties=species:S:1:pos:R:3:forces:R:3 method="wB97M-V/def2-TZVPD" e_tot_ev=-8386.577 homo_lumo_gap_ev=8.4 e_lumo_ev=-0.022 largest_force_ev_per_a=3.2 relative_energy_kj_mol=582.9 e_homo_ev=-8.37
C 2.755969 1.610751 0.213740 0.016 -0.276 0.826
C 1.958981 0.344729 -0.058986 0.923 0.182 -0.648
N 0.519613 0.525152 0.011249 0.692 -1.258 -0.131
C -0.123123 -0.297715 -0.862296 -1.717 2.592 -0.945
C -1.615619 0.030995 -0.917473 -0.720 -0.426 1.499
N -2.279765 0.176903 0.389985 0.696 0.491 -0.252
C -2.290410 -1.066801 1.158453 0.463 0.372 -0.309
H 3.820918 1.374282 0.245412 0.021 -0.058 -0.266
H 2.584171 2.362058 -0.553262 -0.106 0.155 0.170
H 2.536416 1.968865 1.223173 -0.227 0.372 -0.241
H 2.310516 0.008110 -1.050885 -0.394 -0.154 -0.039
H 2.303168 -0.446020 0.626832 -0.222 0.087 0.156
H 0.179657 -1.093522 0.001637 -0.712 -2.156 -0.659
H 0.206255 -0.405786 -1.897832 0.796 -0.718 0.248
H -0.352125 -2.069487 -0.654666 1.010 1.298 1.145
H -2.268846 -0.725449 -1.355605 0.626 -0.023 -0.951
H -1.629035 0.988959 -1.442207 -0.361 -0.128 -0.125
H -1.758553 0.881401 0.902372 -0.125 -0.008 0.133
H -3.019194 -0.952698 1.954050 -0.122 -0.339 0.067
H -1.316740 -1.336487 1.597306 -0.095 0.123 0.097
H -2.522246 -1.878246 0.468995 -0.442 -0.126 0.225

---

8
Properties=species:S:1:pos:R:3:forces:R:3 method="wB97M-V/def2-TZVPD" e_tot_ev=-15478.681 homo_lumo_gap_ev="9.1 / 5.9" e_lumo_ev="-0.832 / -1.319" largest_force_ev_per_a=2.1 relative_energy_kj_mol=489.8 e_homo_ev="-9.89 / -7.24"
C -0.227304 2.154009 0.117952 -0.622 0.096 0.367
C 0.398719 1.082312 0.073988 -0.632 2.051 0.080
C 1.298182 0.128191 0.021274 1.083 -1.600 -0.513
N -0.781405 -1.816595 -0.441379 -0.937 1.679 -0.886
S 2.474620 -0.851229 -0.322636 -0.755 0.783 0.395
H -0.916826 3.000604 0.339108 1.003 -1.342 -0.338
H -1.536679 -1.204240 -0.059933 0.511 -0.280 -0.404
H -0.709304 -2.493052 0.271627 0.347 -1.388 1.298

---

27
Properties=species:S:1:pos:R:3:forces:R:3 method="wB97M-V/def2-TZVPD" smiles=CCc1ccccc1.CCO e_tot_ev=-12674.851 homo_lumo_gap_ev=9.8 e_lumo_ev=0.841 largest_force_ev_per_a=5.8 relative_energy_kj_mol=277.3 e_homo_ev=-8.99
C -2.314776 3.011292 -1.815485 2.529 -0.456 -0.059
C -3.542284 2.629798 -1.099997 -5.101 0.234 -2.698
O -1.447327 1.882508 -1.551395 1.229 0.307 0.510
H -2.175691 3.111006 -2.928790 -1.241 0.754 1.087
H -1.856149 3.833984 -1.248348 0.138 0.067 -0.704
H -3.258309 1.808379 -0.517231 0.245 -0.563 1.780
H -1.536517 1.237278 -2.238806 -0.153 -0.408 -0.584
H -4.240920 2.036617 -1.875324 0.984 1.490 1.509
H -4.201015 3.442387 -0.593359 1.383 -1.435 -0.839
C 2.147191 0.136300 0.296744 -0.630 2.419 0.417
C 3.342259 0.253942 1.219034 0.654 -0.821 -1.081
C 1.198145 -1.015740 0.538415 2.195 0.553 -1.851
C 1.430893 -1.745096 1.691607 -2.788 -0.373 -0.477
C 0.404486 -1.457003 -0.520495 -1.790 -2.134 1.329
C 0.587712 -2.849989 1.926364 2.502 -0.048 1.662
C -0.386665 -2.653000 -0.236112 1.261 2.284 -0.772
C -0.251882 -3.346287 0.969389 -2.632 -0.356 -0.879
H 1.664817 1.120384 0.520026 -0.473 -0.675 -0.405
H 2.488660 0.318798 -0.728600 -0.320 -0.823 -0.064
H 3.074716 0.670487 2.170464 0.196 0.120 0.536
H 2.025064 -1.260383 2.437066 0.375 -0.520 0.471
H 0.300280 -0.887660 -1.467483 0.121 -0.522 0.835
H 0.815579 -3.364631 2.873896 -0.744 0.024 -0.430
H -1.131306 -2.927716 -0.968380 0.015 -0.347 -0.044
H -1.067431 -4.132126 1.155949 1.796 0.904 -0.037
H 4.077621 0.841669 0.691146 0.191 0.778 0.251
H 3.852860 -0.695201 1.299714 0.054 -0.453 0.535

---

20
Properties=species:S:1:pos:R:3:forces:R:3 method="wB97M-V/def2-TZVPD" smiles="CC(N)=O.CCC" e_tot_ev=-8933.867 homo_lumo_gap_ev=10.7 e_lumo_ev=0.819 largest_force_ev_per_a=1.5 relative_energy_kj_mol=13.8 e_homo_ev=-9.93
C 0.293044 -1.340720 0.686130 0.022 0.093 -0.469
C -0.144061 -0.103651 1.441773 0.169 0.090 0.415
C 1.020181 -2.364889 1.543592 0.139 -0.917 -0.355
H -0.575966 -1.803445 0.206093 0.001 -0.078 0.121
H 0.956106 -1.079063 -0.148514 0.021 0.090 0.104
H -0.500474 0.733019 0.843700 -0.094 -0.228 -0.197
H 1.237766 -3.234170 0.915735 0.114 0.000 -0.025
H 1.987826 -2.032449 1.920657 -0.112 0.304 0.053
H 0.455529 -2.792809 2.375159 -0.208 0.451 0.062
H -0.949120 -0.389626 2.121209 0.094 0.214 0.201
H 0.703697 0.285220 2.013970 -0.150 -0.038 0.181
C 0.545012 1.960864 -1.625932 -0.526 0.267 0.091
C -0.943906 1.963787 -1.289817 -0.157 -1.124 0.105
O -1.525565 2.820231 -0.664625 0.348 0.372 -0.043
N -1.615136 0.859910 -1.757120 0.705 -1.164 -0.563
H 0.811992 3.013211 -1.654767 0.452 -0.094 -0.148
H 0.737961 1.437780 -2.557236 -0.071 0.284 -0.338
H -2.531127 0.629469 -1.439948 -0.561 0.499 0.379
H -1.114856 0.014072 -2.033889 0.069 0.769 0.040
H 1.151098 1.423259 -0.896171 -0.257 0.212 0.385

---

11
Properties=species:S:1:pos:R:3:forces:R:3 method="wB97M-V/def2-TZVPD" charge=-1 e_tot_ev=-14966.871 homo_lumo_gap_ev=7.2 e_lumo_ev=4.280 largest_force_ev_per_a=1.3 relative_energy_kj_mol=30.3 e_homo_ev=-2.89
S -1.916283 -0.125025 -2.216235 -0.310 -0.096 -0.146
H -1.673847 0.851563 -1.334250 -0.131 0.207 0.095
N 0.970376 -0.243753 -0.723181 -0.185 0.539 0.310
C 0.880874 0.211070 0.644474 0.583 1.177 0.262
N -0.302672 -0.204093 1.400532 -0.403 -0.452 0.123
H 0.117342 0.051103 -1.231083 0.465 -0.557 -0.069
H 0.934833 -1.255818 -0.649118 -0.073 -0.016 -0.493
H 0.947484 1.318342 0.754667 -0.189 -0.476 -0.562
H 1.825566 -0.096682 1.109619 -0.327 -0.439 0.453
H -0.728744 -0.983499 0.901195 0.212 -0.135 0.113
H -1.054929 0.476791 1.343378 0.358 0.248 -0.085

---

37
Properties=species:S:1:pos:R:3:forces:R:3 method="wB97M-V/def2-TZVPD" smiles="CCCN1NC(=O)c2ccccc2-c2ccccc2C1=O" e_tot_ev=-24963.415 homo_lumo_gap_ev=9.4 e_lumo_ev=0.358 largest_force_ev_per_a=3.2 relative_energy_kj_mol=186.0 e_homo_ev=-9.03
O -0.894522 -2.676369 0.812512 -0.267 0.010 0.304
O 1.075120 1.775280 -1.851053 -0.163 -1.511 0.835
C -0.533340 -1.539374 0.526730 -0.376 -3.129 0.035
C 0.346860 0.878869 -1.394701 2.512 1.253 -1.341
C -0.094095 0.117989 3.873632 -0.469 0.840 -0.468
C -3.120722 2.027482 -2.324648 1.202 -0.274 0.676
C -0.552713 1.422776 3.604162 -0.206 -0.597 -1.049
C -3.767877 1.952755 -1.075190 0.231 0.291 -0.143
C -0.145970 -0.847961 2.863620 0.086 0.929 -0.651
C -1.742030 1.698462 -2.420201 -0.941 -0.356 1.802
C -1.060124 1.748716 2.331867 0.523 -1.287 0.467
C -3.076414 1.597450 0.090776 -0.110 -0.203 -0.460
C -0.588766 -0.518472 1.560297 0.104 2.876 0.482
C -1.048103 1.252755 -1.246639 -2.990 -0.219 -0.101
C -1.077243 0.809052 1.279375 0.599 -0.745 1.112
C -1.731415 1.206247 0.000641 0.199 0.045 -0.624
N -0.105358 -1.394795 -0.758686 0.939 1.414 -1.143
N 0.831682 -0.400055 -1.143963 -1.611 0.467 0.341
C 4.117935 -2.284473 -1.222791 0.182 -0.158 0.271
C 2.214632 -0.691595 -0.782000 0.106 -0.812 -1.442
C 2.626509 -2.051492 -1.419040 0.679 0.670 1.655
H 0.294180 -0.074194 4.869161 -0.025 -0.329 -0.225
H -3.653069 2.365688 -3.212824 0.064 -0.172 0.255
H -0.542005 2.215789 4.341976 0.114 -0.227 0.164
H -4.823481 2.219078 -1.007403 0.265 -0.091 -0.029
H 0.243983 -1.835921 3.014425 -0.034 -0.342 0.153
H -1.228330 1.726268 -3.366960 0.129 0.079 -0.048
H -1.431355 2.739452 2.180929 -0.188 0.430 -0.274
H -3.585319 1.545429 1.077948 0.392 0.109 -0.914
H -0.102883 -2.254808 -1.342567 -0.072 1.018 0.889
H 4.375637 -3.216979 -1.704431 0.227 -0.344 -0.105
H 4.384351 -2.401477 -0.154266 0.014 0.352 -0.534
H 4.715700 -1.503157 -1.727367 -0.229 -0.214 0.520
H 2.257852 -0.771056 0.280860 0.202 -0.067 1.018
H 2.898734 0.114930 -1.097795 -0.627 -0.275 -0.071
H 2.465506 -2.062002 -2.458104 -0.564 0.302 -1.454
H 2.056454 -2.890287 -0.998280 0.103 0.270 0.099

---

17
Properties=species:S:1:pos:R:3:forces:R:3 method="wB97M-V/def2-TZVPD" e_tot_ev=-10807.144 homo_lumo_gap_ev=10.4 e_lumo_ev=0.654 largest_force_ev_per_a=3.2 relative_energy_kj_mol=513.1 e_homo_ev=-9.70
C 2.291741 0.858882 -0.405951 0.219 0.047 0.291
O 1.243576 -0.086286 -0.607452 -0.487 0.131 -0.127
N 0.718629 -0.684707 0.481810 2.199 -0.171 2.296
N 1.389981 -0.513997 1.530047 -0.351 0.172 -1.905
H 0.959561 -1.034844 2.292377 -0.466 -0.077 -0.226
H 3.194976 0.342133 -0.078858 0.057 0.168 -0.056
H 2.004502 1.595045 0.350850 -0.011 -0.120 -0.058
H 2.424376 1.344671 -1.372669 0.011 -0.187 0.087
C -1.456174 0.477971 0.535427 -2.259 -0.782 -1.625
C -1.972471 -0.373369 -0.685616 1.092 1.745 1.409
C -1.691417 -1.651641 -0.756232 1.971 -0.793 2.324
N -1.155922 1.698531 0.519128 0.596 0.344 0.177
H -1.074851 2.089823 -0.419111 -0.260 -0.161 -0.124
H -1.606894 0.004073 1.501380 0.301 -0.178 0.152
H -2.420271 0.235037 -1.447223 -0.424 0.000 -0.404
H -0.973789 -1.965634 0.124183 -1.916 -0.091 -2.014
H -1.875553 -2.335688 -1.562090 -0.273 -0.048 -0.198

---

30
Properties=species:S:1:pos:R:3:forces:R:3 method="wB97M-V/def2-TZVPD" charge=-1 e_tot_ev=-44393.571 homo_lumo_gap_ev=2.6 e_lumo_ev=0.830 largest_force_ev_per_a=7.9 e_homo_ev=-1.80
O -0.463954 3.271769 -0.923814 1.420 5.143 1.562
O -0.882902 2.028733 -0.931978 0.878 -5.370 -1.059
C 0.230445 1.242776 -1.518750 1.019 -0.556 -1.040
N 0.483077 -0.022338 -0.714620 1.410 -6.040 4.748
C 0.218790 -1.492667 -1.096875 1.797 -1.245 4.751
C 0.700295 -2.453964 0.182394 -0.674 3.720 -2.167
N 1.241795 -1.551968 1.274895 -2.860 2.638 -6.879
C 1.060001 -0.175692 0.674973 1.082 0.380 1.119
C 1.544295 1.016729 1.730726 -0.850 -0.532 -0.624
C 0.497732 0.882072 3.028259 -0.162 0.005 -0.234
C -0.508678 2.179899 3.174607 0.075 -0.387 0.928
S -2.084315 1.720007 2.196525 0.358 1.104 -0.228
H -0.245741 3.497893 0.032288 -0.407 -0.516 -1.357
H 1.242737 1.862706 -1.551222 -2.407 -1.088 0.407
H 0.020698 0.887594 -2.629868 0.034 0.506 2.468
H -0.257685 -1.900083 -2.090090 0.216 0.626 0.365
H 0.647623 -3.618591 0.305758 0.064 2.733 -0.521
H 1.634721 -1.795076 2.219270 -0.676 0.645 -1.625
H 2.676623 0.865006 2.057400 -2.522 0.041 -0.756
H 1.499071 2.096934 1.250570 -0.124 -2.361 0.856
H 1.136184 0.673322 3.986502 -1.287 0.755 -1.642
H -0.214662 -0.065379 2.899338 1.674 2.050 0.150
H -0.864885 2.218994 4.304775 0.996 0.312 -2.421
H -0.053525 3.190086 2.792882 -0.784 -2.037 0.955
H -2.608561 2.907631 1.620200 1.068 -1.126 0.936
O -0.861382 -4.486736 -3.471329 0.546 -0.321 1.176
S -1.329881 -3.493251 -4.454870 -0.629 -1.975 -1.476
O -1.133540 -2.135923 -3.914018 0.784 2.391 1.783
O -2.762014 -3.710509 -4.728893 -0.486 0.238 0.130
O -0.562362 -3.639976 -5.705038 0.447 0.268 -0.302